One molecule with the formula C6H11N in a non-equilibrium geometry. Source: OMol25; level of theory: ωB97M-V/def2-TZVPD.

Results
Relative energy (zero: lowest compared OMol25 entry of this formula, charge and spin), kcal per mole: 92.6
SMILES: C/C=C/C/C=C/N
E_LUMO, hartree: 0.0396
Gap between HOMO and LUMO, Eh: 0.34965
DFT total energy, eV: -7886.51592

ORCA input file:
```
! wB97M-V def2-TZVPD RIJCOSX def2/J DEFGRID3
* xyz 0 1
C 0.84 -0.78 0.93
C 1.57 -1.66 0.19
N 2.55 -1.24 -0.86
C -0.81 -0.92 0.89
C -1.47 0.51 0.55
C -0.97 1.35 -0.40
C -1.81 2.57 -0.91
H 1.14 0.19 1.13
H 1.20 -2.71 0.10
H 2.55 -2.04 -1.46
H 3.45 -1.24 -0.58
H -0.99 -1.66 0.13
H -1.22 -1.27 1.80
H -2.28 0.68 1.28
H 0.00 1.41 -0.92
H -2.55 3.07 -0.31
H -2.36 2.47 -1.84
H -0.98 3.28 -0.82
*
```

List of natural (NBO) charges in e, atom by atom:
1 C -0.21
2 C -0.04
3 N -0.82
4 C -0.43
5 C -0.19
6 C -0.19
7 C -0.66
8 H 0.19
9 H 0.17
10 H 0.35
11 H 0.35
12 H 0.21
13 H 0.20
14 H 0.21
15 H 0.22
16 H 0.21
17 H 0.22
18 H 0.21